This record from the Open Molecules 2025 dataset describes a 2-piece molecular cluster, CH6N3S overall. The level of theory is ωB97M-V/def2-TZVPD.

The geometry in XYZ format:
```
11
Properties=species:S:1:pos:R:3:forces:R:3:mulliken_charge:R:1
C 1.024197 0.708383 0.008768 -2.43 -2.05 -0.74 0.2792
N 1.743574 0.308221 -0.968752 0.09 -0.70 0.65 -0.2393
N -0.763215 -0.988841 -0.189289 -0.31 0.97 -0.47 -0.2267
N -1.939433 -0.944220 0.371305 3.05 1.14 -3.47 -0.1719
S 0.893105 2.066165 0.892288 -1.16 0.85 0.69 -0.1315
H 2.590004 0.749553 -1.193674 1.48 0.80 -0.77 0.2139
H -2.501356 -0.444122 -0.287973 -1.36 0.01 0.43 0.2970
H -0.003975 -1.408385 0.302822 0.05 -0.87 1.28 0.3248
H 1.617408 -0.624203 -1.346302 -0.17 0.08 -0.11 0.2476
H -0.460453 1.788297 1.148359 1.26 0.43 0.22 0.1760
H -2.199856 -1.210848 1.262449 -0.50 -0.66 2.27 0.2309
```
Positions in Å, forces in eV/Å.

Computed properties:
ΔE to the lowest compared entry with this formula, charge and spin in kJ/mol: 385.9
Orbital gap (spin up / spin down) in Eh: 0.3184 / 0.2620
Multiplicity: 1
Total charge: +1


This record from the Open Molecules 2025 dataset describes a single CH6N4 molecule. The level of theory is ωB97M-V/def2-TZVPD.

The geometry in XYZ format:
```
11
Properties=species:S:1:pos:R:3:forces:R:3:mulliken_charge:R:1
H -1.729349 -1.709215 -0.575745 -0.55 2.69 2.70 0.2199
N -1.870175 -0.719717 0.020733 0.97 -3.95 -3.17 -0.6630
C -0.725509 -0.145998 0.008498 2.11 -1.44 -0.18 0.3922
N -0.747338 1.246751 -0.083060 -2.09 -1.57 -2.09 -0.5485
N 0.635836 -0.738589 0.031232 -3.49 -3.05 0.88 -0.0894
N 1.755228 -0.015913 -0.146913 3.45 2.26 0.48 -0.6047
H -0.375538 1.513515 0.750904 1.23 2.20 2.83 0.2239
H -1.789867 1.392159 -0.174700 1.68 0.45 0.42 0.3382
H 0.823673 -1.848978 0.197147 -1.23 3.91 -0.85 0.2450
H 2.374574 0.199247 0.723536 -2.04 -0.27 -1.77 0.2126
H 1.648466 0.826737 -0.751633 -0.04 -1.24 0.75 0.2739
```
Positions in Å, forces in eV/Å.

Computed properties:
ΔE to the lowest compared entry with this formula, charge and spin in kJ/mol: 187.6
Orbital gap in Eh: 0.3325
Multiplicity: 1
Total charge: 0
Structure (SMILES): [H]/N=C(/N)NN


This record from the Open Molecules 2025 dataset describes a single CH6N4 molecule. The level of theory is ωB97M-V/def2-TZVPD.

The geometry in XYZ format:
```
11
Properties=species:S:1:pos:R:3:forces:R:3:mulliken_charge:R:1
H 0.527990 1.837788 -0.248643 -2.11 -1.22 0.74 0.2614
N -0.449721 1.468173 0.003478 1.02 3.28 -0.46 -0.6864
C -0.597470 0.234569 0.021720 1.40 -1.50 -0.68 0.3903
N -1.773719 -0.410085 0.238989 -3.26 -1.82 -1.55 -0.4776
N 0.481528 -0.649635 -0.054085 1.51 -3.58 -1.44 -0.1520
N 1.764023 -0.118455 0.151357 -0.22 -1.44 3.51 -0.6363
H -1.758696 -1.433931 -0.110128 -0.14 2.46 0.95 0.2389
H -2.668503 0.099509 -0.089018 2.33 -1.06 0.74 0.2948
H 0.481535 -1.726684 -0.583637 -0.25 4.53 2.19 0.2631
H 2.076580 0.508184 -0.541230 0.24 1.00 -0.58 0.2370
H 1.916453 0.190565 1.211197 -0.53 -0.66 -3.44 0.2669
```
Positions in Å, forces in eV/Å.

Computed properties:
ΔE to the lowest compared entry with this formula, charge and spin in kJ/mol: 134.2
Orbital gap in Eh: 0.3595
Multiplicity: 1
Total charge: 0
Structure (SMILES): [H]/N=C(/N)NN


This record from the Open Molecules 2025 dataset describes a single CH6N4 molecule. The level of theory is ωB97M-V/def2-TZVPD.

The geometry in XYZ format:
```
11
Properties=species:S:1:pos:R:3:forces:R:3:mulliken_charge:R:1
H 2.474071 1.402926 0.018705 -0.13 -0.36 0.17 0.2474
N 1.464005 1.217508 -0.070257 -0.56 -0.54 0.18 -0.4883
N 1.191176 0.143345 0.486753 1.61 0.88 -0.19 -0.0814
C -0.213367 -0.228624 0.441951 -1.13 0.04 -0.08 0.1941
N -1.091847 0.627028 -0.327680 -0.07 -0.14 0.15 -0.6168
N -0.259925 -1.606059 0.019836 0.16 -0.10 0.01 -0.6311
H -0.534936 -0.198943 1.495011 0.08 0.07 -0.22 0.3792
H -1.123241 1.557871 0.071515 0.06 0.03 -0.08 0.2596
H -0.734700 0.720305 -1.274737 -0.03 0.06 0.09 0.2516
H 0.039310 -1.687319 -0.946272 -0.02 -0.04 0.03 0.2285
H -1.210545 -1.948038 0.085177 0.04 0.08 -0.07 0.2573
```
Positions in Å, forces in eV/Å.

Computed properties:
ΔE to the lowest compared entry with this formula, charge and spin in kJ/mol: 68.3
Orbital gap in Eh: 0.3673
Multiplicity: 1
Total charge: 0
Structure (SMILES): [H]/N=N/C(N)N


This record from the Open Molecules 2025 dataset describes a 2-piece molecular cluster, CH6N4O overall. The level of theory is ωB97M-V/def2-TZVPD.

The geometry in XYZ format:
```
12
Properties=species:S:1:pos:R:3:forces:R:3:mulliken_charge:R:1
C -0.074813 0.819972 -0.052827 -0.53 1.76 -2.16 0.4104
H -2.837197 -0.243990 -0.701507 2.73 0.18 2.89 0.2518
H -2.367656 -0.961203 0.939609 1.18 2.71 -2.91 0.2725
H -0.310987 -1.299667 -0.511731 -0.86 2.50 0.72 0.2693
H 1.758848 1.637072 0.790184 -2.52 -2.43 -3.94 0.3091
H 1.541094 -1.039657 0.720138 2.15 1.99 -1.59 0.2432
H 2.323785 -0.864011 -0.893752 -0.74 2.25 3.12 0.2713
N -2.080282 -0.130848 0.168070 -3.14 -4.06 -0.77 -0.5474
N -0.721334 -0.322646 -0.312489 -2.74 -3.00 0.68 -0.1789
N 1.246003 0.709460 -0.139047 4.36 8.16 3.71 -0.1510
N 2.103794 -0.234209 0.089319 0.29 -9.56 -0.91 -0.5782
O -0.581257 1.929722 -0.095965 -0.18 -0.49 1.17 -0.5721
```
Positions in Å, forces in eV/Å.

Computed properties:
ΔE to the lowest compared entry with this formula, charge and spin in kJ/mol: 631.6
Orbital gap in Eh: 0.3626
Multiplicity: 1
Total charge: 0


This record from the Open Molecules 2025 dataset describes CH6N4O as an isolated structure. The level of theory is ωB97M-V/def2-TZVPD.

The geometry in XYZ format:
```
12
Properties=species:S:1:pos:R:3:forces:R:3:mulliken_charge:R:1
C -2.734377 9.764674 1.342028 3.12 4.69 -1.99 0.1013
N 4.281483 -12.292111 -1.874844 1.07 3.92 -0.11 -0.1800
N -3.661312 8.984254 0.911572 -0.71 -0.46 0.01 -0.0884
N 4.764024 -13.361364 -2.056845 2.07 -5.51 -2.16 0.0593
N -3.956350 8.658094 2.213513 -0.31 -1.04 -0.97 0.0619
O -3.025397 9.547661 2.637840 1.49 0.83 -0.14 -0.1673
H -1.846437 10.892580 0.438750 -2.42 -3.37 3.02 0.4876
H 5.025942 -11.440010 -1.871069 -1.60 -2.31 0.45 0.3674
H -4.115774 8.945729 0.011233 -0.47 -0.68 0.01 0.2962
H 5.850976 -13.727559 -2.197732 -2.63 1.81 0.58 0.3699
H 4.096365 -14.215470 -2.321055 1.09 2.07 1.24 0.3834
H -4.679143 8.243522 2.766610 -0.72 0.06 0.06 0.3088
```
Positions in Å, forces in eV/Å.

Computed properties:
ΔE to the lowest compared entry with this formula, charge and spin in kJ/mol: 235.3
Orbital gap in Eh: 0.3260
Multiplicity: 1
Total charge: +2


This record from the Open Molecules 2025 dataset describes a single CH6N4O2 molecule. The level of theory is ωB97M-V/def2-TZVPD.

The geometry in XYZ format:
```
13
Properties=species:S:1:pos:R:3:forces:R:3:mulliken_charge:R:1
N -1.336884 -0.866994 0.353410 1.86 0.87 -0.58 -0.7163
C -0.242798 0.197670 -0.121730 -1.14 -5.34 1.55 0.6697
N -0.996894 1.211935 -0.678917 0.06 1.37 -1.45 -0.6219
N 0.699125 0.460204 0.976277 -0.49 -0.82 -0.68 -0.3480
O 1.979520 0.446032 0.270471 0.38 0.73 1.02 -0.2160
N 1.900250 -0.697261 -0.447207 -0.19 2.52 -2.51 0.0251
O 0.616355 -0.600950 -1.007589 -1.24 1.09 -1.27 -0.3756
H -0.872404 -1.785056 0.373136 -0.02 0.52 -0.40 0.2577
H -1.461211 -0.710014 1.334308 -0.37 0.42 0.76 0.2399
H -0.637969 1.482335 -1.588021 0.49 0.39 0.19 0.2419
H -1.953068 0.943504 -0.884256 0.19 -0.44 0.52 0.2987
H 0.512304 1.382625 1.307066 0.48 1.02 0.11 0.3063
H 1.793679 -1.464028 0.113052 -0.01 -2.35 2.74 0.2384
```
Positions in Å, forces in eV/Å.

Computed properties:
ΔE to the lowest compared entry with this formula, charge and spin in kJ/mol: 414.5
Orbital gap in Eh: 0.3939
Multiplicity: 1
Total charge: 0
Structure (SMILES): NC1(N)NONO1


This record from the Open Molecules 2025 dataset describes a 2-piece molecular cluster, CH6NO overall. The level of theory is ωB97M-V/def2-TZVPD.

The geometry in XYZ format:
```
9
Properties=species:S:1:pos:R:3:forces:R:3:mulliken_charge:R:1
O 1.774626 -2.546942 -0.913980 0.00 0.22 -0.03 -1.1048
H 1.396013 -2.182681 -1.724318 0.05 -0.06 -0.06 0.1154
C -0.762650 1.080718 0.648535 -0.58 0.68 -0.47 -0.6046
N -0.102791 -0.081992 0.157286 0.54 -0.52 0.01 -0.4322
H -1.419395 1.544712 -0.102534 -0.05 -0.23 -0.02 0.2281
H -0.100598 1.913497 0.915917 0.17 -0.22 0.26 0.2239
H -1.411580 0.841497 1.502530 0.12 0.19 0.12 0.1778
H 0.892614 -0.151883 0.293481 0.06 -0.19 0.19 0.2181
H -0.266238 -0.416925 -0.776917 -0.30 0.14 0.01 0.1783
```
Positions in Å, forces in eV/Å.

Computed properties:
ΔE to the lowest compared entry with this formula, charge and spin in kJ/mol: 62.0
Orbital gap in Eh: 0.2199
Multiplicity: 1
Total charge: -1


This record from the Open Molecules 2025 dataset describes a 2-piece molecular cluster, CH6NO overall. The level of theory is ωB97M-V/def2-TZVPD.

The geometry in XYZ format:
```
9
Properties=species:S:1:pos:R:3:forces:R:3:mulliken_charge:R:1
N 1.579266 0.516734 -0.578910 2.47 2.60 -1.72 -0.5497
H 0.981421 -0.288292 -0.497770 -0.39 -0.54 0.48 0.3554
H 1.296739 1.111717 -1.470432 0.68 -1.37 2.44 0.4157
H 1.653924 1.092872 0.272552 -1.49 0.02 -0.15 0.3781
H 2.625015 0.328432 -0.610541 -1.48 -0.68 -0.88 0.4048
O -0.953785 -0.219456 0.702994 -0.46 0.53 -0.03 -0.4344
C -2.102395 -0.616473 0.766108 1.84 -2.35 -0.10 -0.0451
H -2.289181 -1.482208 1.470954 -0.51 1.18 -0.17 0.2319
H -2.791004 -0.443326 -0.054956 -0.67 0.61 0.12 0.2432
```
Positions in Å, forces in eV/Å.

Computed properties:
ΔE to the lowest compared entry with this formula, charge and spin in kJ/mol: 83.7
Orbital gap in Eh: 0.3677
Multiplicity: 1
Total charge: +1


This record from the Open Molecules 2025 dataset describes a 2-piece molecular cluster, CH6NO overall. The level of theory is ωB97M-V/def2-TZVPD.

The geometry in XYZ format:
```
9
Properties=species:S:1:pos:R:3:forces:R:3:mulliken_charge:R:1
O -1.303494 -1.193862 -0.733965 -0.57 -1.22 -0.16 -0.0960
H 0.168674 -0.462638 0.560825 0.78 0.18 0.60 0.3147
H -0.885934 -1.995585 -1.182556 0.18 -0.01 -0.53 0.5212
H -1.992296 -1.642726 -0.152429 -0.63 0.31 0.23 0.5038
C 0.972559 1.318736 0.800022 -0.57 -0.85 1.74 0.0156
N 0.643583 0.308029 0.091154 -0.84 -0.28 0.11 -0.1624
H 0.778651 1.129855 1.894633 0.51 0.77 -1.05 0.2650
H 1.359666 2.259903 0.436900 0.22 0.03 -0.38 0.3258
H 0.567486 0.181683 -0.905963 0.93 1.06 -0.56 0.3123
```
Positions in Å, forces in eV/Å.

Computed properties:
ΔE to the lowest compared entry with this formula, charge and spin in kJ/mol: 253.9
Orbital gap (spin up / spin down) in Eh: 0.5345 / 0.2486
Multiplicity: 2
Total charge: +2


> Which formula does entry 2 have?

CH6N4